No. 1
Below is a structure of composition C38H40CrN6O5S, with properties calculated with ωB97M-V/def2-TZVPD.

Geometry (Å):
C: 0.115 0.048 -6.763
C: -3.069 1.056 2.336
C: -0.929 3.322 0.413
H: -4.505 0.088 0.494
H: -2.318 1.643 -4.980
H: -0.389 -4.125 0.074
H: -1.827 0.393 4.459
C: -1.154 -0.557 2.640
C: 3.191 -0.479 0.427
C: 1.772 3.221 -1.993
H: -0.460 -0.674 4.680
C: -2.080 4.877 -3.254
C: -1.438 1.058 -5.204
H: 0.745 -2.793 3.603
H: -2.534 -3.274 -1.078
H: -1.588 2.821 1.097
C: -0.895 0.704 -2.699
O: 2.495 -0.071 -2.794
H: 1.286 -1.115 3.536
H: 1.570 6.202 -1.442
H: -0.221 0.900 3.930
C: -1.293 5.096 -5.998
C: -0.903 0.049 3.998
C: -2.224 -0.104 1.862
C: -0.860 4.635 0.099
C: -2.914 4.511 -4.284
H: 4.800 -1.894 0.604
H: 2.633 3.864 -1.804
H: 1.455 3.383 -3.026
C: -3.730 -0.311 -0.157
C: -1.933 -2.365 -1.186
N: 0.857 5.959 -5.009
O: -1.839 1.309 -2.225
C: -0.827 5.379 -3.630
H: 0.936 -3.694 1.139
N: 1.248 6.163 -3.812
N: 0.094 0.081 -1.970
H: -0.983 5.178 -7.030
H: 5.601 0.217 1.311
C: 4.102 2.295 3.492
H: 4.345 2.974 4.301
C: 4.289 -1.316 -0.168
H: -3.920 0.731 2.942
C: 2.795 2.122 3.135
H: -2.488 1.747 2.946
H: 0.844 -3.004 -0.481
C: 0.511 5.959 -1.531
H: 1.763 -1.067 -5.921
H: -1.415 5.488 0.442
C: 0.926 -1.946 2.934
H: 0.412 -0.134 -7.788
H: -3.236 4.330 -6.409
C: -1.029 0.804 -6.506
O: 1.120 -2.110 -2.747
H: 2.084 2.182 -1.900
C: -0.669 0.543 -4.177
C: -0.309 -1.563 2.153
H: -1.602 1.196 -7.336
H: 1.997 2.651 3.639
C: 5.141 1.614 2.829
H: -1.004 -2.641 -1.686
C: 0.256 -3.303 0.390
N: 0.255 5.848 -2.944
C: 2.419 1.249 2.075
C: 0.881 -0.474 -5.729
H: 1.738 -2.225 2.267
H: -2.372 4.755 -2.221
C: 0.671 3.512 -1.039
H: -0.078 6.766 -1.089
O: 1.164 1.146 1.789
H: 5.031 -0.684 -0.657
Cr: 0.464 0.566 0.020
O: 2.036 -0.743 0.041
H: -3.472 1.621 1.497
C: -2.535 4.629 -5.642
C: 0.455 -0.201 -4.443
C: -2.506 -0.714 0.632
C: -0.580 -2.163 0.917
S: 1.192 -0.684 -2.921
C: 4.811 0.753 1.820
C: 3.472 0.538 1.420
H: -4.159 -1.172 -0.667
N: 0.026 2.634 -0.308
H: 3.849 -1.984 -0.904
H: -2.471 -1.693 -1.850
H: 6.172 1.763 3.116
C: -1.668 -1.727 0.153
C: -0.435 5.470 -4.960
H: -3.500 0.443 -0.915
N: 0.172 4.754 -0.816
H: -3.888 4.107 -4.046

E_tot	-98493.477	eV
multiplicity	5
maximum force	0.49	eV Å⁻¹

Listed below, in e, are the Löwdin charges computed for each atom:
1 C -0.063
2 C -0.060
3 C -0.070
4 H 0.072
5 H 0.110
6 H 0.090
7 H 0.074
8 C -0.196
9 C -0.337
10 C 0.039
11 H 0.078
12 C 0.003
13 C 0.002
14 H 0.096
15 H 0.098
16 H 0.095
17 C -0.499
18 O -0.297
19 H 0.073
20 H 0.139
21 H 0.081
22 C -0.012
23 C -0.036
24 C -0.189
25 C -0.046
26 C -0.079
27 H 0.097
28 H 0.096
29 H 0.091
30 C -0.035
31 C -0.037
32 N 0.078
33 O 0.052
34 C -0.167
35 H 0.071
36 N 0.051
37 N -0.144
38 H 0.114
39 H 0.105
40 C -0.080
41 H 0.104
42 C 0.009
43 H 0.095
44 C -0.010
45 H 0.070
46 H 0.066
47 C -0.064
48 H 0.123
49 H 0.122
50 C -0.032
51 H 0.106
52 H 0.103
53 C -0.059
54 O -0.287
55 H 0.062
56 C -0.127
57 C -0.194
58 H 0.105
59 H 0.112
60 C -0.096
61 H 0.058
62 C -0.027
63 N -0.064
64 C -0.327
65 C -0.024
66 H 0.067
67 H 0.104
68 C -0.306
69 H 0.141
70 O -0.156
71 H 0.097
72 Cr 0.824
73 O -0.071
74 H 0.067
75 C -0.091
76 C -0.214
77 C -0.181
78 C -0.197
79 S 0.649
80 C -0.040
81 C -0.089
82 H 0.079
83 N 0.039
84 H 0.090
85 H 0.072
86 H 0.097
87 C -0.198
88 C -0.233
89 H 0.071
90 N -0.012
91 H 0.109

---

No. 2
Below is a cluster of 12 separate species, C38H40F10N2O30 in total in a non-equilibrium geometry, with properties calculated with ωB97M-V/def2-TZVPD.

Geometry (Å):
C: -5.674 -2.487 -2.538
C: 6.520 6.639 1.378
O: -6.290 0.308 0.366
C: -0.764 0.648 1.085
H: -5.223 -1.907 3.552
C: 3.244 -1.867 -3.628
N: -0.515 -1.053 2.473
H: -4.398 -2.928 1.496
C: -5.149 -0.242 -2.825
C: -0.240 0.202 -4.411
O: 3.995 2.312 -0.028
H: 3.686 -3.723 0.811
H: 7.954 6.705 -1.534
H: -0.561 3.056 -4.196
C: 2.470 -2.367 -1.547
O: 2.829 6.428 -2.239
F: -7.272 -0.416 -3.929
C: 7.573 5.252 -0.005
C: 2.863 0.522 1.024
O: 0.110 1.226 -3.598
O: 2.065 -4.357 3.400
C: 0.300 2.400 -4.302
H: 2.169 1.626 -0.656
H: 6.774 8.480 0.271
F: 4.659 -3.065 2.511
O: -0.080 0.579 -5.698
H: -4.702 0.287 -1.910
H: -1.063 1.575 0.721
H: -4.932 0.219 -3.818
H: -0.435 0.922 3.242
C: -2.242 -4.057 4.243
C: 2.133 5.238 -2.270
H: 3.632 4.894 0.529
N: 6.954 5.342 1.222
F: -1.426 -6.151 -3.468
C: 2.306 -3.426 2.396
O: -3.372 2.684 -0.301
O: -5.496 -3.659 -2.341
H: 5.854 6.828 2.223
O: 2.280 -2.261 -0.392
H: 3.617 0.516 -1.074
H: -3.116 -3.408 -2.421
C: 3.763 6.463 -1.125
O: -0.259 -4.763 0.141
O: -3.874 3.015 1.927
O: -4.600 -1.155 0.585
F: 1.710 1.935 -6.212
O: -4.762 -1.639 -3.027
F: -6.147 5.077 1.441
C: -0.753 -3.682 5.928
H: -0.755 -3.731 7.016
C: 3.102 5.449 -0.199
C: -5.560 -0.361 1.008
O: -0.584 -0.879 -4.037
H: -0.202 2.568 -6.340
C: -0.983 -4.708 -0.845
O: 2.820 -6.288 4.078
C: -5.218 3.104 2.561
O: -5.374 3.332 0.302
O: 3.201 1.583 1.948
H: -5.168 3.713 3.440
C: -6.076 3.729 1.402
C: 3.128 1.172 -0.321
O: -1.227 -3.603 -1.602
H: 0.597 -5.124 4.903
O: 3.803 -5.129 2.363
H: 3.755 7.513 -0.852
H: -5.614 2.091 2.808
H: -7.095 3.314 1.329
H: -1.035 -0.705 -0.741
C: -0.822 -0.574 0.303
H: 1.856 0.174 1.144
H: 1.569 -2.991 -4.565
O: -1.944 -3.301 5.384
C: 3.654 -3.804 1.922
O: -6.811 -1.768 -2.197
C: -6.708 -0.468 -2.662
H: -0.457 -2.706 1.043
H: 1.154 2.871 -3.835
O: 1.703 -3.065 -2.484
F: 2.140 6.103 0.460
H: -3.198 -5.963 -2.718
C: 2.846 -5.380 3.295
F: 3.714 -0.505 1.426
C: -2.160 -3.964 -2.644
O: 2.413 4.605 -1.078
C: 6.904 7.379 0.278
C: -0.519 0.295 2.342
H: 1.550 -3.413 1.594
C: 4.053 2.458 1.307
H: 6.546 4.552 1.698
C: 2.350 -3.102 -3.780
F: 0.137 -2.736 5.640
O: -1.680 -5.751 -1.252
H: -7.236 0.170 -1.970
C: -0.607 -1.636 1.176
F: -3.733 -0.575 3.651
H: 4.245 -1.996 -4.043
O: 4.801 3.224 1.877
H: -2.931 -1.879 1.788
O: -3.291 -3.922 3.664
O: 3.499 -1.786 -2.178
H: -1.807 -3.549 -3.606
H: -0.825 -5.801 5.879
O: -1.315 -4.963 4.052
C: 7.581 6.506 -0.572
H: -0.222 -1.567 3.320
H: 3.034 -3.941 -3.804
H: 2.471 -2.448 2.870
O: 1.476 4.833 -3.148
C: -4.591 -1.308 2.901
O: -5.662 -0.407 2.369
C: -4.014 -1.920 1.667
H: 4.801 6.093 -1.326
C: -0.443 -4.977 5.220
F: 2.699 -0.695 -4.044
C: -4.082 3.007 0.575
C: 0.388 1.906 -5.736
C: -2.256 -5.502 -2.525
H: 8.103 4.380 -0.370

E_tot	-131635.707	eV
structure (SMILES)	O=C1OC[C@@H](F)O1.O=C1OC[C@@H](F)O1.O=C1OC[C@@H](F)O1.O=C1OC[C@@H](F)O1.O=C1OC[C@@H](F)O1.O=C1OC[C@@H](F)O1.O=C1OC[C@@H](F)O1.O=C1OC[C@@H](F)O1.O=C1OC[C@@H](F)O1.O=C1OC[C@@H](F)O1.c1cc[nH]c1.c1cc[nH]c1
multiplicity	1
maximum force	4.05	eV Å⁻¹

Atomic partial charges in e from the Löwdin method, atoms 1 to 99:
1 C -0.522
2 C -0.144
3 O 0.165
4 C -0.103
5 H 0.163
6 C -0.251
7 N 0.027
8 H 0.146
9 C 0.008
10 C -0.544
11 O 0.060
12 H 0.165
13 H 0.079
14 H 0.144
15 C -0.519
16 O 0.057
17 F 0.036
18 C -0.132
19 C -0.241
20 O 0.069
21 O 0.082
22 C -0.083
23 H 0.152
24 H 0.107
25 F 0.064
26 O 0.149
27 H 0.149
28 H 0.072
29 H 0.144
30 H 0.133
31 C -0.508
32 C -0.495
33 H 0.131
34 N 0.024
35 F 0.012
36 C -0.083
37 O 0.180
38 O 0.148
39 H 0.115
40 O 0.175
41 H 0.144
42 H 0.123
43 C -0.025
44 O 0.114
45 O 0.063
46 O 0.091
47 F 0.034
48 O 0.039
49 F 0.074
50 C -0.379
51 H 0.173
52 C -0.316
53 C -0.591
54 O 0.156
55 H 0.158
56 C -0.534
57 O 0.162
58 C 0.011
59 O 0.111
60 O 0.123
61 H 0.124
62 C -0.335
63 C -0.007
64 O 0.050
65 H 0.122
66 O 0.156
67 H 0.140
68 H 0.129
69 H 0.173
70 H 0.092
71 C -0.065
72 H 0.123
73 H 0.159
74 O 0.127
75 C -0.304
76 O 0.116
77 C -0.290
78 H 0.083
79 H 0.114
80 O 0.037
81 F 0.081
82 H 0.159
83 C -0.571
84 F 0.042
85 C -0.020
86 O 0.109
87 C -0.135
88 C -0.182
89 H 0.113
90 C -0.520
91 H 0.109
92 C -0.019
93 F 0.081
94 O 0.153
95 H 0.148
96 C -0.119
97 F 0.080
98 H 0.165
99 O 0.123

---

No. 3
Below is a structure of composition C38H40F5N3OPPtS2Se in a non-equilibrium geometry, with properties calculated with ωB97M-V/def2-TZVPD.

Geometry (Å):
C: -2.216 -2.124 -0.332
C: -2.930 0.163 0.587
H: -2.205 -0.675 -6.068
H: 3.125 3.686 -2.568
C: 0.168 -2.739 -4.808
H: -3.361 -3.994 -0.024
Pt: -0.199 0.356 -0.402
H: 2.096 -1.885 7.272
C: 4.095 -0.868 2.487
N: -0.531 -2.339 -1.896
C: -0.982 -3.219 6.969
H: -0.777 -4.467 -3.979
H: -2.270 -2.761 5.282
C: -2.982 -1.341 0.532
H: -1.352 3.611 2.689
H: -1.261 2.105 -4.236
H: 2.303 -2.292 -4.798
H: 1.943 0.071 -5.664
H: 2.442 4.290 1.017
C: -0.839 3.463 0.666
C: -4.742 0.203 2.242
C: 4.381 -1.251 -0.228
C: -0.817 1.814 -3.301
N: -0.697 -0.648 2.784
F: 6.241 -1.798 2.721
H: 0.354 2.928 2.384
H: -0.382 5.287 -0.387
C: -2.656 -3.540 -0.741
H: -3.358 -3.434 -1.613
C: 1.306 -1.907 -5.045
C: -1.010 4.342 -2.590
C: -1.323 -2.559 5.743
C: -1.271 -1.073 -5.704
H: -1.959 2.655 -1.645
H: -5.285 0.822 2.863
C: -0.431 -1.749 5.093
H: -1.397 0.941 -3.031
C: -4.595 -1.204 2.386
C: 0.253 -4.132 -4.185
C: -0.194 -0.215 -5.709
H: 0.178 5.279 1.226
H: 0.000 4.872 -2.789
C: -0.704 -1.157 3.842
C: 2.473 3.331 0.469
H: -4.051 1.894 1.075
H: -1.125 1.862 2.093
C: 1.146 -0.633 -5.498
H: -1.546 4.875 -1.793
H: -5.101 -1.712 3.227
H: -1.580 5.506 0.861
Se: 1.979 -0.352 -1.081
C: -3.742 -1.913 1.549
C: -0.716 2.902 2.114
H: -3.613 -2.979 1.809
H: -0.348 0.824 -5.899
F: 4.515 -1.338 -1.528
C: -1.076 -2.359 -5.222
S: 1.201 -4.304 -2.569
C: -3.991 0.826 1.248
C: 3.094 -0.468 1.647
S: 1.266 -3.330 0.119
C: 2.523 2.930 -2.123
C: 5.251 -1.470 1.931
C: 1.753 3.428 -0.931
H: 1.500 -0.708 5.221
H: -1.967 -4.334 -1.058
H: 1.913 2.584 1.084
N: -0.998 -1.614 -0.809
C: 0.267 -2.925 7.544
C: 1.119 -2.045 6.839
C: 5.497 -1.523 0.596
H: 0.761 -4.881 -4.769
H: 3.555 2.993 0.374
H: -1.956 -2.957 -5.009
C: 0.804 -1.461 5.656
F: 1.979 0.146 2.026
H: 1.541 4.482 -1.053
P: 0.105 2.556 -0.695
C: -0.708 4.947 0.601
H: -1.586 -4.035 7.326
H: -1.642 4.397 -3.513
H: 0.644 -3.412 8.480
F: 4.051 -0.627 3.819
C: 0.473 -3.096 -1.605
C: -0.991 2.819 -2.168
H: 0.244 1.594 -3.426
F: 6.664 -1.914 0.034
C: 3.241 -0.620 0.260
O: -2.159 0.925 -0.033
H: -1.847 3.105 0.410
H: 3.103 2.057 -1.707
H: 1.923 2.512 -2.964

net charge	+1
E_tot	-159699.120	eV
multiplicity	5
maximum force	3.82	eV Å⁻¹

Listed below, in e, are the Löwdin charges computed for each atom:
1 C -0.259
2 C -0.356
3 H 0.110
4 H 0.078
5 C -0.284
6 H 0.069
7 Pt 0.743
8 H 0.107
9 C -0.096
10 N -0.051
11 C -0.038
12 H 0.081
13 H 0.108
14 C -0.120
15 H 0.097
16 H 0.072
17 H 0.116
18 H 0.106
19 H 0.081
20 C -0.524
21 C -0.057
22 C -0.276
23 C -0.124
24 N 0.210
25 F 0.174
26 H 0.065
27 H 0.040
28 C -0.027
29 H 0.098
30 C -0.049
31 C -0.087
32 C -0.017
33 C -0.066
34 H 0.094
35 H 0.077
36 C -0.257
37 H 0.069
38 C -0.031
39 C -0.341
40 C -0.106
41 H 0.106
42 H 0.106
43 C -0.121
44 C -0.087
45 H 0.122
46 H 0.044
47 C -0.069
48 H 0.053
49 H 0.123
50 H 0.083
51 Se 0.964
52 C -0.058
53 C -0.082
54 H 0.121
55 H 0.085
56 F 0.090
57 C -0.061
58 S 0.888
59 C 0.011
60 C -0.246
61 S 0.685
62 C -0.117
63 C -0.136
64 C -0.503
65 H 0.132
66 H 0.071
67 H 0.031
68 N -0.192
69 C -0.048
70 C -0.083
71 C -0.099
72 H 0.070
73 H 0.102
74 H 0.119
75 C -0.041
76 F 0.067
77 H 0.087
78 P 0.904
79 C -0.117
80 H 0.101
81 H 0.088
82 H 0.125
83 F 0.115
84 C -1.073
85 C -0.502
86 H 0.045
87 F 0.136
88 C -0.461
89 O -0.201
90 H 0.079
91 H 0.050
92 H 0.069

---

No. 4
Below is a structure of composition C38H40F6N11O6S4Y in a non-equilibrium geometry, with properties calculated with ωB97M-V/def2-TZVPD.

Geometry (Å):
H: 0.701 -6.556 -0.765
F: -0.914 -1.377 3.375
N: 0.063 5.861 6.014
C: -3.681 4.794 4.756
S: 3.316 2.307 -2.153
C: -3.578 5.232 6.083
C: -1.484 -2.619 3.404
C: 1.664 -3.346 -0.829
F: 1.175 -2.556 4.853
H: -0.300 5.318 1.909
C: -1.256 5.566 5.808
C: 1.381 2.741 3.278
N: 1.444 -1.984 -0.724
C: -4.438 0.613 0.605
H: -5.488 0.343 0.617
C: 2.611 -1.418 -1.044
H: -2.037 1.595 2.639
C: -2.877 -2.939 -4.984
S: -0.754 -3.547 1.926
H: 0.384 1.571 -5.064
N: 0.717 5.665 4.964
C: -0.677 -1.164 -2.711
C: 1.269 1.468 2.822
H: -0.239 -4.321 -0.475
S: 1.909 -2.826 2.370
H: -0.509 3.933 -0.089
H: -3.179 -2.119 -4.335
C: 2.736 0.002 -1.257
N: 0.088 -0.540 -3.651
C: -4.068 1.567 1.750
F: -1.286 -3.154 4.584
C: 2.023 0.154 -4.908
O: 1.901 -1.914 -3.735
C: -2.379 5.627 6.632
H: -1.045 -4.369 -3.445
H: 1.361 5.453 2.578
H: 4.594 -4.963 -1.593
H: -1.853 3.569 0.973
C: 1.418 1.355 -5.291
F: 3.075 -1.661 4.398
H: 4.540 -2.140 -1.523
H: -1.516 -2.781 -1.955
C: -2.840 0.901 2.394
S: -1.410 -0.111 -1.574
F: 2.932 -3.801 4.687
H: 4.599 0.261 -2.421
O: -0.914 -2.495 0.906
C: 3.554 -4.830 -1.345
C: 4.055 0.859 -6.010
O: -1.525 -4.705 1.711
H: 3.071 -6.898 -1.281
C: 3.017 -3.564 -1.177
F: -2.784 -2.438 3.228
H: -3.282 -3.868 -4.592
C: 1.344 -5.696 -0.871
H: -2.300 5.983 7.646
N: 0.406 1.443 1.746
H: 1.942 3.153 4.092
H: -4.646 4.502 4.372
H: -3.132 0.363 3.304
H: -1.115 -3.809 -5.833
H: -3.838 2.557 1.364
C: 1.371 -0.885 -4.091
C: -0.950 3.152 0.529
C: 0.000 2.701 1.578
C: 2.697 -5.893 -1.171
H: 1.200 2.832 -1.050
O: 1.434 -1.456 2.125
C: 2.134 2.298 -6.005
N: 1.706 0.812 -0.844
H: 1.754 0.581 3.182
H: 4.002 2.799 -6.924
C: 3.453 2.058 -6.364
H: -4.875 1.661 2.472
H: 3.793 -1.027 -5.011
H: -3.290 -1.149 -0.037
C: -3.547 -0.599 0.867
H: 1.653 3.223 -6.288
C: 0.806 -4.438 -0.705
C: -1.360 -3.030 -5.110
C: 3.706 0.654 -1.978
H: 5.075 0.657 -6.301
C: -2.588 4.747 3.920
H: -4.019 -1.272 1.591
H: -4.193 1.049 -0.363
N: -0.951 -2.445 -2.729
C: -0.672 -3.404 -3.789
H: -4.473 5.259 6.683
C: 1.889 2.035 -1.249
C: 0.392 4.948 2.671
N: 3.572 -2.323 -1.311
C: 3.347 -0.084 -5.290
N: 0.575 3.514 2.487
O: -2.342 -0.045 1.431
Y: 0.029 -0.594 0.683
H: -0.149 0.443 -3.740
H: -3.318 -2.768 -5.963
H: -0.966 -2.089 -5.496
O: 3.082 -3.191 1.667
N: -0.102 5.235 3.972
C: -1.377 5.141 4.462
H: 0.408 -3.481 -3.942
H: -2.678 4.429 2.893
N: 0.733 -3.857 2.276
C: 2.324 -2.741 4.206
H: -1.230 2.302 -0.096

net charge	+2
E_tot	-129413.136	eV
multiplicity	1
maximum force	2.20	eV Å⁻¹

Atomic partial charges in e from the Löwdin method, atoms 1 to 99:
1 H 0.120
2 F 0.076
3 N 0.087
4 C -0.069
5 S 1.125
6 C -0.066
7 C -0.619
8 C -0.242
9 F 0.145
10 H 0.145
11 C -0.206
12 C -0.004
13 N 0.067
14 C -0.125
15 H 0.124
16 C -0.277
17 H 0.102
18 C -0.089
19 S 0.652
20 H 0.112
21 N 0.058
22 C -0.715
23 C -0.089
24 H 0.079
25 S 0.688
26 H 0.092
27 H 0.067
28 C -0.304
29 N 0.118
30 C -0.127
31 F 0.198
32 C -0.151
33 O 0.097
34 C 0.013
35 H 0.134
36 H 0.155
37 H 0.123
38 H 0.070
39 C -0.031
40 F 0.163
41 H 0.185
42 H 0.143
43 C -0.165
44 S 0.729
45 F 0.205
46 H 0.088
47 O -0.435
48 C 0.016
49 C -0.048
50 O -0.187
51 H 0.117
52 C -0.196
53 F 0.168
54 H 0.080
55 C -0.041
56 H 0.123
57 N -0.029
58 H 0.133
59 H 0.108
60 H 0.133
61 H 0.122
62 H 0.092
63 C -0.384
64 C 0.004
65 C -0.353
66 C -0.043
67 H 0.067
68 O -0.430
69 C -0.058
70 N -0.021
71 H 0.095
72 H 0.118
73 C -0.045
74 H 0.121
75 H 0.123
76 H 0.071
77 C -0.216
78 H 0.116
79 C -0.053
80 C -0.221
81 C -0.301
82 H 0.117
83 C -0.024
84 H 0.129
85 H 0.106
86 N 0.077
87 C -0.157
88 H 0.111
89 C -0.424
90 C -0.052
91 N 0.219
92 C -0.021
93 N 0.016
94 O -0.307
95 Y 1.364
96 H 0.099
97 H 0.082
98 H 0.100
99 O -0.190

---

Relative energy (zero: lowest compared OMol25 entry of this formula, charge and spin)
In order: 3.5 56.2 136.5 113.6
Unit: kJ/mol